No. 1
DFT (wB97M-V/def2-TZVPD) results for C6H12BI2NO3 as an isolated structure at a distorted geometry.

Structure (XYZ):
```
25
Properties=species:S:1:pos:R:3:forces:R:3
C -2.562765 2.517286 -1.268298 0.1505 -0.4341 0.0446
C -2.088377 1.183378 -2.013291 0.5459 -1.7535 1.5098
I -2.127039 1.205684 -4.205728 -0.0608 0.3273 1.5503
C -1.643154 0.030981 -1.329034 -1.3305 2.5833 -0.8694
I -0.968577 -1.715407 -2.475732 -0.4102 1.0670 1.1804
C -1.623251 -0.020629 0.259890 -0.3390 0.2605 -0.5432
O -0.258093 0.100158 0.706559 -0.6682 -1.3623 0.3976
C 0.214716 -1.174918 1.193233 0.1376 -1.0908 0.3297
C 1.790209 -1.105690 1.430971 -0.4617 0.0072 -0.5912
N 2.249851 0.048693 2.246836 -0.3065 -0.6748 0.6168
B 2.481074 -0.951729 -0.047891 0.3192 0.3850 -0.8065
O 2.939002 0.375662 -0.406615 0.6503 -2.5422 0.6038
O 2.636289 -2.027054 -0.977886 -1.1454 1.6156 1.0547
H -3.128282 3.220342 -1.953804 0.9079 -0.9708 0.6675
H -1.634783 3.037542 -0.845724 -1.3424 -0.6396 -0.6494
H -3.273590 2.283007 -0.401414 1.0838 0.1761 -1.2485
H -2.193577 0.845581 0.740767 0.7221 -1.0484 -1.0824
H -2.146272 -0.966611 0.630635 0.9359 1.0506 -0.5286
H -0.067992 -1.963868 0.406315 0.6574 0.8506 1.0647
H -0.321019 -1.503145 2.154653 0.5573 0.7528 -1.0939
H 2.117227 -2.050699 1.978303 -0.4915 1.0481 -0.9015
H 2.171042 -0.160143 3.254032 -0.2052 0.3755 -0.8288
H 1.764072 0.918134 2.012860 0.1683 -0.5385 0.0899
H 3.853185 0.437493 -0.048798 -0.8438 0.4050 -0.2514
H 1.820105 -2.564046 -1.040839 0.7689 0.1505 0.2852
```
Forces are in eV/Å.

Computed properties:
HOMO ... -8.96 eV
Multiplicity ... 1
E_tot ... -30926.60187 eV


No. 2
DFT (wB97M-V/def2-TZVPD) results for C8H16Cl2OSn as an isolated structure at a distorted geometry.

Structure (XYZ):
```
28
Properties=species:S:1:pos:R:3:forces:R:3
Sn -1.243967 -1.379865 1.378117 -0.0135 0.8429 0.0577
Cl -3.028527 0.004931 0.559872 0.2520 -0.3214 0.0495
Cl -0.506641 0.286064 2.974601 -0.2905 -0.4158 -0.2633
C 0.266884 0.920408 -1.311728 -0.8964 -0.2373 2.3467
H 0.973449 1.030627 -0.486233 -0.2723 0.1488 -0.2017
H -0.739114 1.289217 -1.089865 0.3102 -0.1469 -0.0998
C 0.443759 -0.381208 -2.069349 0.5288 0.6435 -0.0571
C 0.785972 0.992076 -2.648331 1.2990 -0.2554 -1.3219
H 1.272642 -0.980402 -1.678834 -0.2974 0.2590 -0.3068
C -0.087310 1.541460 -3.745880 -0.1372 0.1652 -0.3975
H 1.852640 1.258127 -2.723590 -0.5310 -0.2278 -0.1364
C -1.535021 1.031421 -3.687219 0.1167 -0.0072 0.1492
H -0.071511 2.639437 -3.698601 -0.0299 -0.1635 -0.0174
H 0.336437 1.262808 -4.727729 -0.1155 0.0730 0.2863
C -1.557844 -0.490737 -3.725076 0.0841 -0.1771 -0.3439
H -2.042588 1.361959 -2.767799 0.0955 0.1739 -0.3369
H -2.071977 1.428419 -4.559646 -0.0432 -0.0380 0.3386
C -0.702490 -1.172557 -2.635343 -0.4379 -0.4486 -0.1718
H -2.590576 -0.868428 -3.691215 0.2754 0.1110 0.0871
H -1.164862 -0.800533 -4.701300 -0.0174 0.0458 0.0365
H -1.371055 -1.490713 -1.819352 0.1572 -0.0790 -0.1489
H -0.273396 -2.076791 -3.099122 -0.2548 0.1205 0.3667
C 2.556821 -0.457747 1.888864 -0.0985 -0.0140 0.1777
O 2.272648 -0.897631 0.558784 1.2075 -0.3490 -0.3701
H 2.032526 0.486800 2.040444 0.1890 -0.0912 0.0658
H 3.633851 -0.315978 2.070374 -0.3586 -0.0912 -0.0886
H 2.141134 -1.193416 2.589274 0.2729 0.2229 0.0874
H 3.109424 -1.263060 0.199508 -0.9943 0.2569 0.2127
```
Forces are in eV/Å.

Computed properties:
HOMO ... -9.44 eV
Multiplicity ... 1
E_tot ... -41480.31936 eV